w | C3H9N3 | ωB97M-V/def2-TZVPD

Each line ends with the Mulliken charge.
Positions of all 15 atoms, in Å:
N (1.5693, -1.6480, 1.6718)  -0.50
N (-0.7019, -0.2289, -1.7524)  -0.67
N (-0.3052, 1.7936, -0.7015)  -0.51
C (1.8896, -0.9509, 0.6383)  -0.32
C (-1.5894, 0.0429, 0.4753)  -1.03
C (-0.8292, 0.5396, -0.7260)  0.66
H (-0.2163, 0.2706, -2.4997)  0.19
H (-1.1118, 0.3923, 1.3949)  0.37
H (1.7898, -1.3448, -0.3861)  0.25
H (-1.6216, -1.0501, 0.4823)  0.23
H (-0.1914, 2.2334, 0.2059)  0.23
H (0.4292, 2.0138, -1.3611)  0.22
H (2.2703, 0.0758, 0.7547)  0.29
H (-2.6111, 0.4308, 0.4347)  0.34
H (1.2297, -2.5700, 1.3689)  0.27

* molar mass: 87.1 g mol⁻¹
* total charge: 0
* frontier orbital gap: 0.3723 hartree
* SMILES string: [H]/N=C(/C)N.C=N

x | C3H9N3 | ωB97M-V/def2-TZVPD

Each line ends with the Mulliken charge.
Positions of all 15 atoms, in Å:
N (1.8658, -1.1263, 0.0739)  -0.55
N (-0.4869, 1.8836, 0.0818)  -0.49
N (-1.6068, -0.5076, -0.7397)  -0.66
C (0.1471, 0.7351, 0.3983)  -0.09
C (-0.4479, -0.6088, 0.1838)  0.14
C (0.8433, -0.3886, -0.5194)  -0.49
H (-0.2382, 2.7220, 0.5272)  0.24
H (-1.4588, 1.7827, 0.0530)  0.21
H (0.8172, 0.7732, 1.2493)  0.20
H (1.7356, -0.8376, 0.9862)  0.21
H (2.7805, -1.0544, -0.3071)  0.19
H (-0.4463, -1.2990, 1.0078)  0.19
H (-1.7862, -1.3546, -1.2646)  0.21
H (0.6744, -0.2667, -1.5723)  0.46
H (-2.3928, -0.4531, -0.1581)  0.22

* molar mass: 87.1 g mol⁻¹
* total charge: 0
* frontier orbital gap: 0.3085 hartree
* SMILES string: N[C@H]1[C@H](N)[C@H]1N

Least stable structure: x

w | C3H9N3 | ωB97M-V/def2-TZVPD

Each line ends with the Mulliken charge.
Positions of all 15 atoms, in Å:
N (-2.3421, 0.9453, 0.7276)  -0.39
N (-2.5736, -0.2870, 0.0043)  0.42
N (-3.0069, 0.8792, -0.5610)  -0.48
C (1.6559, -0.6998, 0.0756)  -0.78
C (-2.5326, -1.5180, -0.1122)  -0.25
C (2.4252, 0.6040, -0.0983)  -0.83
H (0.7916, -0.7394, -0.5886)  0.21
H (1.3039, -0.8055, 1.1004)  0.26
H (2.6880, 0.7550, -1.1440)  0.28
H (-2.4591, 1.1919, -1.3682)  0.25
H (-1.3550, 1.2076, 0.6672)  0.26
H (3.3445, 0.5803, 0.4855)  0.27
H (-2.0668, -2.0218, 0.7365)  0.19
H (2.2928, -1.5487, -0.1578)  0.34
H (1.8341, 1.4568, 0.2331)  0.26

* molar mass: 87.1 g mol⁻¹
* total charge: 0
* frontier orbital gap: 0.3335 hartree

x | C3H9N3 | ωB97M-V/def2-TZVPD

Each line ends with the Mulliken charge.
Positions of all 15 atoms, in Å:
N (-0.0142, 0.7756, -1.0979)  -0.74
N (1.8322, 0.6622, 0.5044)  -0.61
N (0.8454, -1.3921, -0.2620)  -0.61
C (-1.9049, -0.1628, 0.2905)  -1.44
C (0.6917, 0.0191, -0.0807)  0.65
C (-0.6237, 0.6313, 0.2175)  -0.05
H (2.6655, 0.4558, -0.0382)  0.25
H (-2.7570, 0.5129, 0.2948)  0.35
H (-1.9291, -0.7623, 1.1988)  0.28
H (1.4582, -1.5817, -1.0497)  0.23
H (-0.5919, 1.4912, 0.8819)  0.43
H (0.3837, 1.6897, -1.2786)  0.27
H (-1.9950, -0.8144, -0.5748)  0.44
H (-0.0456, -1.8337, -0.4489)  0.26
H (1.9846, 0.3093, 1.4428)  0.28

* molar mass: 87.1 g mol⁻¹
* total charge: 0
* frontier orbital gap: 0.3871 hartree
* SMILES string: C[C@@H]1NC1(N)N

Least stable structure: w

w | C5H16NO | ωB97M-V/def2-TZVPD

Each line ends with the Mulliken charge.
Positions of all 23 atoms, in Å:
O (-0.3384, -2.1177, 0.7860)  -0.52
N (2.1964, -2.5271, -1.1766)  -0.64
C (-1.0044, 0.6791, 0.3608)  -0.42
C (-0.2389, 2.6806, 1.5141)  -1.09
C (-0.1178, 1.1364, 1.4503)  -0.20
C (-0.2064, -0.0119, -1.9186)  -0.92
C (-0.7504, 1.1053, -1.0296)  -0.02
H (0.0452, 1.8495, -0.9613)  0.21
H (0.3554, -0.7627, -1.3482)  0.12
H (-0.9298, -1.3870, 0.6493)  0.29
H (-1.2950, 2.9236, 1.3582)  0.39
H (-0.9615, -0.6781, -2.3482)  0.32
H (-2.0618, 0.5398, 0.6185)  0.47
H (3.1355, -2.7907, -1.4249)  0.25
H (0.0287, 3.0762, 2.4880)  0.35
H (-1.6145, 1.5729, -1.5112)  0.39
H (-0.7477, -2.6696, 1.4784)  0.32
H (2.2822, -1.7889, -0.4932)  0.14
H (1.7014, -3.3040, -0.7795)  0.18
H (0.3754, 0.3870, -2.7424)  0.36
H (0.9072, 0.7533, 1.3910)  0.26
H (-0.5078, 0.6775, 2.3618)  0.36
H (0.3407, 3.1156, 0.7107)  0.38

* molar mass: 106.2 g mol⁻¹
* total charge: +1
* frontier orbital gap: 0.1986 hartree

x | C5H16NO | ωB97M-V/def2-TZVPD

Each line ends with the Mulliken charge.
Positions of all 23 atoms, in Å:
O (2.5014, -2.7251, -2.9455)  -0.64
N (-0.2357, -0.0308, 2.1866)  -0.29
C (0.8385, -0.6255, -1.2992)  -1.13
C (-2.4741, 1.0124, 1.4301)  -1.11
C (0.9934, 0.6532, -0.4539)  -0.49
C (-1.1806, 0.3285, 0.9893)  0.26
C (-0.3186, 1.2123, 0.0827)  -1.09
H (1.7160, -0.6972, -1.9414)  0.38
H (-3.3528, 0.5176, 1.0294)  0.30
H (-0.9252, 1.3975, -0.8101)  0.45
H (0.6952, -1.5354, -0.7149)  0.28
H (-1.3828, -0.6446, 0.5635)  0.33
H (3.2970, -2.8503, -3.4680)  0.32
H (-2.5384, 1.1444, 2.5172)  0.32
H (-2.4144, 1.9923, 0.9579)  0.37
H (0.0318, -0.4840, -2.0338)  0.34
H (1.6664, 0.3923, 0.3841)  0.19
H (0.6715, 0.4370, 2.1766)  0.34
H (1.5464, 1.3797, -1.0624)  0.41
H (-0.6899, 0.2957, 3.0403)  0.35
H (1.7785, -2.3174, -3.4219)  0.33
H (-0.0882, -1.0386, 2.2306)  0.34
H (-0.1354, 2.1859, 0.5627)  0.44

* molar mass: 106.2 g mol⁻¹
* total charge: +1
* frontier orbital gap: 0.3849 hartree

y | C5H16NO | ωB97M-V/def2-TZVPD

Each line ends with the Mulliken charge.
Positions of all 23 atoms, in Å:
O (2.3723, 1.7014, 2.0018)  -0.68
N (0.9990, 1.4351, -0.5928)  -0.12
C (-1.7288, 0.5767, -1.4690)  -1.32
C (-0.9438, -0.1640, -0.3289)  0.27
C (0.5462, -0.0105, -0.5577)  -0.67
C (-0.6881, -2.4971, 0.8382)  -1.18
C (-1.3069, -1.6520, -0.2874)  -0.76
H (2.1838, 2.4925, 2.5142)  0.31
H (0.1055, -3.1356, 0.4637)  0.31
H (-1.3255, 0.1283, -2.4075)  0.35
H (-0.5349, -1.7955, 1.6722)  0.31
H (-1.4886, 1.6534, -1.4210)  0.43
H (3.2967, 1.4580, 2.1607)  0.33
H (-1.1589, 0.2267, 0.6765)  0.23
H (0.7681, -0.3197, -1.6098)  0.31
H (1.5544, 1.7332, -1.3997)  0.39
H (-1.4637, -3.2212, 1.1239)  0.38
H (-2.8067, 0.5238, -1.2782)  0.38
H (1.2495, -0.5269, 0.0961)  0.36
H (0.1571, 1.9879, -0.7849)  0.28
H (1.6116, 1.6142, 0.2365)  0.31
H (-2.3585, -1.8737, -0.1582)  0.41
H (-1.1374, -2.0907, -1.2951)  0.39

* molar mass: 106.2 g mol⁻¹
* total charge: +1
* frontier orbital gap: 0.4201 hartree

Least stable structure: w

w | C30H29AsFN4O8SbSe4Ti | ωB97M-V/def2-TZVPD

Each line ends with the Mulliken charge.
Positions of all 79 atoms, in Å:
Sb (1.8943, 2.2929, 3.4525)  0.71
Se (3.3782, 1.2938, 5.1188)  -0.66
Se (2.9291, 4.2977, 2.4440)  -0.61
Se (1.6079, 0.5625, 1.4799)  0.37
Se (-0.4246, 2.6107, 4.1467)  -0.67
As (1.8144, -1.4262, -3.1047)  1.34
Ti (1.3557, -1.0626, -0.0435)  -1.17
F (-2.0722, 4.0147, 1.4603)  -0.43
O (3.2293, -1.0206, -0.5080)  -0.46
O (-0.0950, 0.0905, -0.7980)  0.44
O (-0.0960, -1.7324, 1.5024)  -0.08
O (-1.2955, -3.7409, -1.6314)  -0.76
O (5.3591, -1.6115, -0.1234)  -0.71
O (-0.4574, -3.1394, 3.2222)  -0.78
O (0.4893, -2.6771, -0.7946)  -0.30
O (0.8588, 6.3274, -2.2496)  -0.72
N (-3.7421, -1.1481, 0.5137)  0.28
N (2.4340, -2.2921, 1.5446)  0.32
N (1.6143, 6.1335, -0.1165)  -0.13
N (2.3010, 1.5209, -1.9359)  0.16
C (1.3050, 2.1147, -2.5991)  -0.19
C (2.7516, -3.1358, -3.0556)  -1.32
C (1.7003, 4.2019, -1.5451)  0.60
C (-1.6875, -1.6401, -0.6071)  0.75
C (-1.6453, 1.9126, 0.5212)  -0.51
C (2.3766, -2.3504, 3.8966)  -1.08
C (-2.1020, 0.6029, 0.2830)  0.90
C (3.7150, -1.9083, 1.5916)  0.95
C (-5.6048, -2.7893, 0.2985)  -1.79
C (-5.9812, -0.5413, 1.3195)  -1.03
C (3.7034, -1.9467, 3.9369)  -0.16
C (-3.6217, 2.2936, 1.8226)  -0.68
C (-5.3871, 0.5523, 2.1843)  -1.16
C (-4.0876, 1.0252, 1.5945)  1.38
C (-0.7964, -2.7900, -1.0716)  -0.20
C (2.7489, 3.6049, -0.8658)  -0.46
C (-2.4199, 2.7322, 1.2703)  -0.45
C (1.7637, -2.4659, 2.6716)  0.68
C (4.2158, -1.4990, 0.2391)  0.17
C (-3.3183, 0.1605, 0.7952)  -1.32
C (4.3939, -1.7013, 2.7510)  -1.03
C (3.0081, -0.5839, -4.3925)  -1.24
C (-4.9934, -1.6758, 1.1287)  0.57
C (-2.9259, -1.9792, -0.1519)  -0.60
C (0.2653, -2.4864, 2.4798)  0.28
C (1.3491, 5.6561, -1.3498)  -0.03
C (3.0152, 2.2583, -1.1009)  -1.32
C (-1.2421, -0.3010, -0.4114)  0.09
C (0.9749, 3.4483, -2.4540)  -0.89
C (0.4212, -1.9852, -4.3670)  -1.39
H (-6.2562, -0.1379, 0.3375)  0.31
H (-3.2603, -2.9954, -0.2969)  0.61
H (1.8959, 5.5252, 0.6597)  -0.02
H (-6.8835, -0.9493, 1.7782)  0.38
H (-0.6894, 2.2325, 0.1290)  0.99
H (-0.2271, -2.7200, -3.8871)  0.36
H (2.6132, 0.3838, -4.6994)  0.33
H (-6.0750, 1.3932, 2.2795)  0.44
H (-6.6097, -2.9863, 0.6765)  0.45
H (0.7361, 1.4799, -3.2712)  0.39
H (-4.7312, -2.0711, 2.1134)  0.18
H (0.1691, 3.9039, -3.0151)  0.46
H (-0.1806, -1.1244, -4.6586)  0.32
H (3.3429, 4.1399, -0.1395)  1.21
H (-4.1821, 2.9742, 2.4543)  0.43
H (5.3893, -1.2813, 2.7368)  0.41
H (2.8976, -3.5160, -4.0695)  0.48
H (3.8229, 1.7576, -0.5816)  0.33
H (-5.6799, -2.4947, -0.7523)  0.34
H (1.7908, -2.4751, 4.7958)  0.42
H (4.1699, -1.7334, 4.8832)  0.60
H (2.1623, -3.8453, -2.4791)  0.30
H (1.3712, 7.0892, 0.0779)  0.20
H (-5.2113, 0.1629, 3.1930)  0.36
H (-5.0455, -3.7227, 0.3574)  0.50
H (3.1329, -1.2274, -5.2668)  0.44
H (0.8707, -2.4297, -5.2590)  0.45
H (3.9709, -0.4201, -3.9105)  0.32
H (3.7188, -2.9902, -2.5777)  0.32

* molar mass: 1153.0 g mol⁻¹
* total charge: -2
* frontier orbital gap: 0.2009 hartree

x | C30H29AsFN4O8SbSe4Ti | ωB97M-V/def2-TZVPD

Each line ends with the Mulliken charge.
Positions of all 79 atoms, in Å:
Sb (-0.7952, -0.7769, 4.6025)  0.62
Se (-3.0309, -0.3281, 5.3674)  -0.66
Se (-0.9609, -1.0243, 1.8184)  0.47
Se (-0.0223, -3.0370, 5.0575)  -0.77
Se (0.8497, 0.9858, 4.6481)  -0.64
As (-1.0897, -2.3092, -3.1190)  1.08
Ti (-1.5658, -0.6684, -0.4106)  -0.75
F (4.0373, 0.0523, 2.6674)  -0.36
O (-4.5932, -3.4105, -0.2599)  -0.73
O (-1.0903, 1.8943, -3.6564)  -0.79
O (-1.6493, 1.4471, 0.1900)  -0.37
O (-2.6663, -2.3078, -0.5661)  -0.31
O (-1.7738, 0.4299, -2.1181)  -0.18
O (4.4511, -3.3919, 2.6842)  -0.75
O (0.4699, -0.4523, -0.7315)  0.08
O (-2.9141, 3.2132, 0.7624)  -0.78
N (1.5115, 3.4810, -0.8202)  0.28
N (0.4154, -3.6177, -0.3345)  -0.12
N (-3.6203, -0.1567, 0.3205)  0.42
N (2.6845, -2.9424, 4.0344)  -0.04
C (-4.6648, 1.1089, 2.0187)  -1.04
C (-0.8384, -4.2298, -3.4253)  -1.20
C (-5.3605, -0.0219, 2.4203)  -0.13
C (-0.1569, -1.6180, -4.7089)  -1.35
C (-4.3031, -1.2328, 0.6895)  0.69
C (3.2430, -3.2817, 2.8564)  0.11
C (-5.1889, -1.2246, 1.7456)  -0.85
C (2.4737, 0.3706, 0.9470)  0.29
C (0.2238, 1.6679, -1.7163)  0.75
C (2.1554, 2.6318, 0.0797)  -1.22
C (3.3327, 4.5956, 1.1345)  -1.18
C (3.0658, 3.1209, 1.0357)  1.61
C (3.6796, 2.2283, 1.8848)  -1.01
C (1.8653, 1.2600, 0.0517)  0.17
C (0.9777, -3.9508, 1.9656)  -0.25
C (0.5992, 2.9752, -1.6716)  -0.78
C (1.6725, 4.9471, -0.7012)  0.60
C (1.3994, 5.6689, -2.0140)  -1.83
C (-0.9570, 1.3098, -2.5853)  -0.24
C (3.3889, 0.8690, 1.8267)  -0.26
C (-3.7659, 0.9904, 0.9747)  0.66
C (2.2662, -3.5038, 1.7363)  0.72
C (0.0943, -3.9862, 0.8996)  -1.08
C (0.8282, 0.7583, -0.8217)  0.65
C (3.0764, 5.2634, -0.2041)  -1.03
C (-3.8688, -2.4536, -0.0794)  0.20
C (2.6379, -3.1839, 0.4337)  -1.07
C (-2.7106, 2.0151, 0.6155)  0.28
C (1.6742, -3.2478, -0.5607)  0.05
C (-2.9102, -2.1724, -3.8260)  -1.27
H (-5.6686, -2.1410, 2.0551)  0.46
H (-4.7257, 2.0430, 2.5571)  0.42
H (3.8013, 4.9199, -0.9495)  0.32
H (1.9015, -2.9130, -1.5696)  0.38
H (-0.4041, -0.5609, -4.8166)  0.36
H (-1.0936, -4.4983, -4.4526)  0.43
H (1.9674, 5.2179, -2.8298)  0.35
H (1.6988, -2.7144, 4.1423)  0.04
H (3.6430, -2.8400, 0.2286)  0.40
H (0.9215, -1.7136, -4.5762)  0.30
H (-5.9916, 0.0207, 3.2977)  0.50
H (-3.5799, -2.7069, -3.1523)  0.31
H (0.6211, -4.1900, 2.9582)  0.82
H (-0.9459, -4.2422, 1.0655)  0.37
H (2.1838, -0.6714, 0.9438)  0.44
H (-3.1860, -1.1187, -3.8422)  0.30
H (-0.4596, -2.1594, -5.6075)  0.44
H (0.1038, 3.6683, -2.3319)  0.57
H (3.1744, 6.3473, -0.1226)  0.38
H (-2.9745, -2.5966, -4.8297)  0.46
H (3.3098, -2.6828, 4.7775)  0.20
H (4.3801, 2.5773, 2.6336)  0.44
H (-1.4848, -4.7602, -2.7271)  0.32
H (1.7161, 6.7067, -1.9069)  0.45
H (2.6708, 5.0330, 1.8889)  0.36
H (0.3457, 5.6772, -2.2849)  0.51
H (4.3562, 4.7678, 1.4717)  0.45
H (0.9506, 5.2842, 0.0508)  0.19
H (0.1923, -4.5080, -3.2093)  0.31

* molar mass: 1153.0 g mol⁻¹
* total charge: -2
* frontier orbital gap: 0.2149 hartree

Least stable structure: w